(1)
Here is one molecule with the formula C5H5N3 at a distorted geometry from the OMol25 dataset. Energies are from ωB97M-V/def2-TZVPD.

```
13
Properties=species:S:1:pos:R:3:forces:R:3
C -1.71537 -1.28780 -0.20542 1.69 2.62 1.76
C -0.59124 -1.28064 -1.09017 -2.81 0.53 2.42
C 0.15330 -0.29433 -0.47322 1.66 -0.12 -1.03
C 1.30211 0.55805 -0.62877 0.04 1.54 0.57
C 1.18013 1.46774 0.43229 6.73 -0.89 -3.73
N 0.27931 1.08854 1.33156 -4.21 0.58 -3.88
N -0.47849 0.09104 0.67440 2.62 1.06 -0.44
N -1.67815 -0.38188 0.86772 0.37 -2.10 -1.71
H -2.63869 -1.68185 -0.19408 -2.83 -2.17 -0.81
H -0.65557 -1.81538 -2.00799 0.76 0.04 -0.47
H 2.20836 0.60413 -1.32480 -2.06 -0.27 0.82
H 2.22044 2.03721 0.39089 -2.86 -0.34 1.79
H 0.41385 0.89518 2.22760 0.89 -0.48 4.71
```
Forces are in eV/Å.

Values from the calculation:
strongest force on any atom	7.8	eV Å⁻¹
relative energy (zero: lowest compared OMol25 entry of this formula, charge and spin)	3.2242	eV

***

(2)
Here is a 3-piece molecular cluster, C30H71BrN8O5P3S2 overall at a distorted geometry from the OMol25 dataset. Energies are from ωB97M-V/def2-TZVPD.

```
120
Properties=species:S:1:pos:R:3:forces:R:3
C -2.85175 2.05951 -7.06589 -0.52 -0.31 0.75
C -3.63611 2.89174 -6.02838 0.99 0.14 0.35
C -2.95862 4.25039 -5.69716 -0.32 -0.32 0.22
Br -4.37695 5.57301 -5.44035 0.47 0.28 -0.12
P -1.99209 4.15237 -4.13845 -0.56 -0.59 0.71
C -0.96302 2.65945 -4.19306 0.24 0.03 -0.73
C 0.11722 2.76260 -5.28905 0.12 0.37 0.69
C 1.01624 1.52994 -5.48280 -0.16 0.03 -0.55
C 0.43794 0.18463 -5.07583 -0.56 0.08 0.27
O 1.43866 -0.82698 -5.20058 0.50 0.46 -0.13
C 2.39060 -0.78397 -4.24477 0.21 -0.16 1.96
O 2.21926 -0.50726 -3.07149 -0.33 0.10 -1.80
C -3.15010 3.94270 -2.75076 0.40 0.53 0.19
C -2.34697 3.97362 -1.42237 0.11 -0.59 -0.21
C -2.71868 2.83323 -0.47968 0.29 0.44 0.54
S -2.67663 1.22588 -1.28767 -0.43 -0.01 -0.26
C -2.11243 0.09173 -0.04432 -0.09 -0.22 1.18
S -1.27667 0.57110 1.27006 0.17 0.20 0.09
N -2.40269 -1.24848 -0.25417 0.65 1.24 -2.07
C -3.14828 -1.49890 -1.50232 -0.28 -1.35 0.47
C -3.46225 -3.00466 -1.65847 0.05 0.51 -0.84
O -2.45583 -3.84525 -1.15533 -0.20 -0.14 0.13
C -1.20397 -3.20202 -1.23251 -0.28 0.01 0.24
C -1.17228 -2.08659 -0.19317 0.10 -1.06 0.26
C -1.03079 5.66397 -3.78957 -0.76 0.56 -0.17
N -0.85829 6.50120 -4.96318 0.54 0.07 0.07
C -0.58466 7.90861 -4.57470 -0.61 -0.18 -0.46
H -1.99266 2.57468 -7.47946 -0.10 0.14 -0.30
H -2.48616 1.15572 -6.58131 0.15 -0.11 -0.11
H -3.54618 1.73576 -7.83215 0.20 0.05 -0.36
H -3.68475 2.35249 -5.08132 -0.31 -0.25 -0.06
H -4.66092 3.06058 -6.33055 -0.04 0.14 -0.17
H -2.26754 4.55701 -6.47771 -0.25 0.31 -0.23
H -1.63957 1.83531 -4.42108 -0.16 -0.05 0.16
H -0.52884 2.45718 -3.21598 -0.07 0.11 0.17
H 0.77877 3.58197 -5.00718 -0.01 0.19 -0.16
H -0.36402 3.06870 -6.21385 0.08 -0.15 -0.19
H 1.98926 1.69297 -5.02698 -0.04 -0.02 0.35
H 1.21290 1.46901 -6.55245 0.19 -0.07 -0.07
H 0.01893 0.16408 -4.06945 0.18 0.11 0.15
H -0.37374 -0.06890 -5.75412 0.06 -0.32 -0.12
H 3.39337 -1.06054 -4.59534 -0.29 -0.24 -0.37
H -3.71432 3.01989 -2.85535 0.06 -0.15 -0.17
H -3.87347 4.75311 -2.76663 -0.05 0.09 -0.16
H -1.27559 3.91666 -1.62640 0.09 -0.07 0.08
H -2.49257 4.90578 -0.88426 -0.14 0.16 -0.09
H -3.69396 3.02955 -0.03789 -0.22 -0.25 -0.14
H -2.01250 2.82914 0.34920 0.09 -0.20 0.01
H -2.57826 -1.20994 -2.38676 -0.02 0.41 0.02
H -4.10645 -0.99661 -1.44599 0.03 0.29 -0.21
H -4.43537 -3.24565 -1.24373 0.13 -0.26 0.45
H -3.53731 -3.16525 -2.74260 -0.16 -0.08 -0.04
H -0.45441 -3.95354 -1.00687 0.15 0.03 0.17
H -0.98595 -2.84049 -2.24379 -0.13 0.05 -0.10
H -1.14733 -2.56749 0.78033 0.19 0.15 0.15
H -0.26327 -1.51424 -0.35910 -0.01 0.36 0.24
H -1.59871 6.21162 -3.02194 -0.16 -0.28 0.17
H -0.08662 5.40083 -3.31290 0.19 -0.15 -0.21
H -1.70062 6.52510 -5.51964 -0.08 -0.17 0.04
H -0.32315 7.98624 -3.52447 0.34 -0.02 0.02
H 0.16757 8.34298 -5.22212 0.28 0.01 0.14
H -1.50310 8.48241 -4.71180 0.02 0.18 0.10
O 7.17485 -3.05085 -1.16931 -1.65 -2.97 -1.22
P 6.25625 -3.43965 -0.03469 1.47 4.62 3.92
N 5.16910 -2.11034 -0.08958 0.43 0.41 -0.29
C 4.51547 -1.47642 1.02971 -0.21 -0.40 0.48
C 4.28560 -2.14009 -1.24348 0.24 -0.30 -0.28
N 7.42438 -3.30694 1.25619 -0.15 0.31 0.53
C 7.72225 -2.00266 1.83131 -0.25 0.22 -0.04
C 8.67320 -3.99674 0.93503 -0.12 -0.22 -0.21
N 5.18756 -4.46919 0.96074 0.00 -1.96 -2.67
C 5.32612 -4.57053 2.40206 0.44 0.25 0.37
C 5.05362 -5.82611 0.39133 -0.16 0.15 -0.24
H 3.67988 -2.07071 1.43264 0.01 0.01 0.03
H 4.11053 -0.51161 0.71366 0.00 -0.07 -0.17
H 5.20462 -1.25121 1.83987 -0.01 -0.17 -0.03
H 3.44972 -2.84006 -1.08908 -0.14 0.08 -0.03
H 4.82874 -2.45433 -2.13840 0.07 -0.03 0.09
H 3.88072 -1.15164 -1.45166 -0.01 0.03 0.16
H 7.87263 -1.22645 1.07014 0.02 0.05 0.05
H 8.62401 -2.05711 2.44236 0.08 -0.16 -0.12
H 6.93504 -1.68386 2.51715 0.00 0.03 -0.09
H 9.31568 -3.40832 0.27236 -0.01 -0.05 -0.06
H 8.47376 -4.95153 0.44207 0.01 0.03 -0.02
H 9.22181 -4.21609 1.85344 -0.08 0.07 0.07
H 6.24222 -5.07683 2.71655 0.02 0.04 0.02
H 4.47484 -5.14158 2.78463 -0.09 -0.01 -0.26
H 5.28150 -3.59609 2.88342 0.15 0.06 -0.09
H 5.97492 -6.41070 0.50297 -0.08 -0.11 0.06
H 4.82141 -5.76468 -0.67683 0.05 0.01 0.04
H 4.23664 -6.37019 0.86717 0.01 0.06 0.07
O -0.98751 -1.91271 7.41341 0.62 2.78 2.22
P -2.08828 -0.93283 7.08364 -2.77 -3.40 -4.38
N -3.44411 -1.82928 7.62659 0.26 -0.55 -0.03
C -4.76262 -1.84337 7.03930 -0.23 0.60 -0.22
C -3.52857 -1.92044 9.07861 0.42 0.15 0.19
N -1.89926 -0.97357 5.34493 -0.57 -0.02 -0.44
C -2.50781 -2.04721 4.57284 -0.24 -0.15 0.14
C -0.50380 -0.82027 4.94514 0.18 0.17 0.26
N -2.95160 0.63027 7.00573 2.18 0.92 2.30
C -3.51607 1.14705 5.77532 0.04 -0.22 -0.57
C -2.19273 1.70379 7.67898 -0.07 -0.17 0.26
H -5.34292 -0.93414 7.26260 0.00 -0.01 -0.02
H -5.32263 -2.69538 7.42989 0.10 0.00 0.15
H -4.73510 -1.98368 5.96139 0.08 0.13 0.05
H -3.94346 -1.00063 9.51915 -0.10 -0.08 0.02
H -2.54123 -2.08843 9.51173 0.02 0.01 -0.09
H -4.15346 -2.76290 9.37732 -0.07 0.01 -0.12
H -2.34375 -3.03711 5.01815 -0.03 -0.03 -0.06
H -2.10181 -2.05825 3.55898 0.17 0.10 0.07
H -3.58005 -1.88572 4.44622 0.03 -0.06 0.07
H 0.06137 -1.75299 5.04438 0.06 0.03 0.07
H -0.00402 -0.06253 5.55468 0.00 -0.06 0.02
H -0.44843 -0.48680 3.90677 -0.14 -0.03 -0.02
H -2.76157 1.43455 5.03648 -0.01 -0.04 -0.03
H -4.10615 2.03534 6.02129 0.06 -0.04 0.26
H -4.20416 0.43975 5.31658 0.14 -0.12 -0.02
H -1.30016 1.99416 7.10999 -0.04 0.13 0.01
H -1.86713 1.37015 8.66886 0.02 -0.01 -0.06
H -2.81433 2.58803 7.82687 -0.06 -0.04 -0.06
```
Forces are in eV/Å.

Values from the calculation:
strongest force on any atom	6.2	eV Å⁻¹
net charge	+1
DFT total energy	-6393.9736	a.u.

***

(3)
Here is a 14-piece molecular cluster, C22H73NO14 overall at a distorted geometry from the OMol25 dataset. Energies are from ωB97M-V/def2-TZVPD.

```
110
Properties=species:S:1:pos:R:3:forces:R:3
C -0.83302 6.91090 3.24698 -0.14 -0.26 0.53
C -1.50202 6.48313 1.95862 0.55 -0.55 -1.56
C -0.82066 5.24969 1.31484 -0.27 -0.10 0.09
O -2.87796 6.24270 2.15886 -0.57 0.13 1.16
H -1.45421 7.62747 3.78424 0.09 0.11 -0.05
H 0.17392 7.30877 3.11666 -0.17 0.29 -0.45
H -0.65513 6.06507 3.91843 -0.41 -0.17 -0.09
H -1.45613 7.25758 1.18135 0.39 0.40 0.40
H 0.21719 5.12931 1.62779 0.04 0.13 -0.09
H -0.87506 5.30264 0.22612 0.13 0.06 0.00
H -1.35636 4.33535 1.58118 0.00 0.06 0.26
H -3.30925 5.87862 1.38192 0.45 -0.25 -0.19
C -3.36855 -3.01152 -3.60593 0.42 -0.37 0.31
C -2.26972 -3.41206 -2.59774 -0.59 0.03 -0.36
C -0.86617 -3.38000 -3.18489 -0.57 0.45 0.88
O -2.41260 -2.61052 -1.40456 0.54 -0.22 -0.17
H -3.08956 -3.24466 -4.63422 -0.06 -0.29 0.05
H -3.56452 -1.94021 -3.58650 0.01 0.02 0.26
H -4.25114 -3.57988 -3.31073 -0.31 0.30 -0.37
H -2.43873 -4.45653 -2.31359 -0.07 0.02 0.05
H -0.85061 -4.17534 -3.92640 0.46 -0.05 0.07
H -0.15470 -3.48636 -2.36535 0.20 -0.41 -0.22
H -0.63536 -2.43813 -3.65779 0.00 0.15 -0.41
H -3.27609 -2.80451 -1.02716 -0.04 0.04 -0.09
C 6.93540 -3.55220 1.68769 0.31 -0.20 0.66
C 5.94866 -4.20989 0.73155 0.90 2.36 0.76
C 4.51194 -3.92430 1.15201 0.35 -1.23 0.62
O 6.20004 -3.60801 -0.55604 -0.24 -1.07 -0.20
H 7.97660 -3.71505 1.40370 -0.09 -0.25 -0.23
H 6.80171 -4.01928 2.66888 0.06 0.42 0.14
H 6.83619 -2.46375 1.74694 -0.37 -0.05 0.15
H 6.24676 -5.25456 0.82256 -0.57 -0.22 -1.08
H 3.88206 -4.48255 0.46094 -0.48 0.47 0.05
H 4.26770 -2.87108 1.28927 0.13 0.14 -0.76
H 4.34921 -4.30891 2.16488 -0.03 -0.35 -0.12
H 6.22327 -2.66131 -0.38616 0.01 0.02 -0.07
C -0.78483 -2.70088 1.89271 0.88 0.99 0.11
C -1.38603 -4.07616 1.87174 -0.38 -0.03 -0.38
C -0.82610 -4.98567 2.93767 -0.23 -0.97 0.30
O -2.79265 -4.00111 2.09819 -0.32 -0.14 0.19
H -1.18898 -1.94044 1.21731 -0.34 -0.57 -0.43
H 0.28006 -2.76690 1.64494 0.02 0.04 0.14
H -0.88202 -2.20510 2.86337 0.09 -0.44 0.22
H -1.23520 -4.55485 0.89294 0.17 0.17 0.02
H 0.16022 -5.40258 2.72678 0.22 0.60 -0.10
H -1.43642 -5.89243 2.99096 -0.25 0.18 -0.02
H -0.85351 -4.54190 3.93332 0.13 0.17 -0.09
H -3.17077 -3.39371 1.45618 0.06 0.06 0.02
C 2.99218 -1.52900 3.52905 1.71 -0.16 0.03
C 4.42800 -1.01257 3.81313 -1.28 1.00 -0.70
C 4.34465 0.51228 3.82451 0.88 0.41 -0.25
O 4.86275 -1.44757 5.07692 0.25 -0.70 0.07
H 2.44288 -1.40820 4.45993 -0.45 0.16 -0.28
H 2.96886 -2.56808 3.20034 -0.02 -0.06 0.25
H 2.68934 -0.90866 2.68943 -0.76 -0.04 0.19
H 5.10592 -1.25676 2.98407 0.05 -0.54 0.24
H 3.86285 0.84497 4.74282 -0.03 0.13 -0.07
H 3.86881 0.95753 2.94893 -0.36 -0.29 0.05
H 5.36176 0.91778 3.75149 -0.03 0.07 0.50
H 5.77471 -1.17165 5.21389 -0.04 0.03 -0.01
C -3.89344 0.54661 1.08907 0.17 0.97 -0.20
C -5.13449 1.33431 1.49802 -1.57 -0.90 1.18
C -5.03300 2.16456 2.78263 1.17 0.39 0.14
O -5.74808 2.03036 0.42244 0.73 0.21 0.21
H -3.92461 0.38534 0.01093 -0.05 -0.11 -0.01
H -3.80615 -0.41812 1.58464 0.07 0.09 0.22
H -3.02717 1.18268 1.29588 0.26 -0.33 0.02
H -5.88552 0.61381 1.84174 -0.15 -0.29 -0.69
H -4.76764 1.56349 3.65811 -0.11 -0.39 -0.23
H -5.97125 2.65446 3.03467 -0.05 0.07 -0.30
H -4.22004 2.89968 2.75610 -0.21 0.26 -0.28
H -5.13916 2.75403 0.18720 -0.21 0.07 -0.10
O 4.10626 -1.30516 -3.50620 0.23 -0.08 0.01
H 5.06598 -1.39264 -3.46842 -0.08 -0.07 -0.02
H 3.77931 -2.20972 -3.45117 -0.04 0.08 -0.04
O -2.43370 0.83333 -4.86381 -0.82 -0.10 0.18
H -3.26842 0.63323 -5.30571 0.15 0.16 -0.10
H -2.54319 0.51150 -3.93817 0.72 -0.05 -0.01
O -4.02845 4.31695 -0.19524 0.24 0.06 -0.50
H -4.53958 5.13377 -0.20364 -0.16 -0.16 -0.08
H -3.53023 4.31749 -1.06358 -0.25 0.03 0.87
O -1.89564 3.63722 -4.83636 0.14 -0.29 0.12
H -1.38787 3.80529 -5.63628 -0.02 0.09 0.10
H -1.89651 2.66533 -4.72627 -0.26 0.18 -0.21
O 3.40313 1.37398 -2.44027 -0.08 0.28 0.22
H 3.96921 0.93986 -3.08502 -0.18 -0.16 -0.02
H 2.80412 0.67671 -2.14383 0.12 0.02 -0.40
O 0.21921 0.77054 -5.60496 -0.35 -0.16 0.04
H 0.32237 1.72304 -5.68383 0.06 -0.04 0.04
H -0.73705 0.62814 -5.43755 0.53 0.16 -0.10
O -2.55624 4.81791 -2.34656 -0.02 0.18 -0.29
H -2.19678 4.36733 -3.13508 -0.06 0.11 0.00
H -3.12605 5.51110 -2.70131 0.17 -0.03 -0.11
C -1.16406 2.04586 -1.43857 0.67 -0.12 -0.14
C -0.32425 0.88722 -2.00513 -1.26 -0.37 0.78
C 0.45964 0.23135 -0.88426 0.72 0.38 -0.39
O 1.24749 -0.82157 -1.41307 0.10 -0.49 -0.94
C 2.37727 -1.13985 -0.66218 0.46 0.08 1.89
N -1.29494 -0.09392 -2.52712 0.19 -0.48 -0.03
H -0.49408 2.86326 -1.16484 -0.36 0.30 -0.19
H -1.74335 1.78820 -0.54939 0.26 -0.37 0.09
H -1.92839 2.30326 -2.16950 0.28 0.42 -0.13
H 0.35443 1.17994 -2.80764 -0.13 0.21 0.01
H -0.26749 -0.17741 -0.17353 0.26 0.20 0.41
H 1.15303 0.97154 -0.46285 -0.32 0.00 0.47
H 2.96577 -1.99014 -0.99875 -0.44 -0.02 -0.74
H 2.11809 -1.39307 0.37669 -0.30 -0.07 0.00
H 3.07308 -0.30109 -0.54590 0.01 0.13 -0.25
H -0.76528 -0.78128 -3.04232 0.21 0.08 -0.49
H -1.58588 -0.68770 -1.74879 -0.47 0.32 0.04
```
Forces are in eV/Å.

Values from the calculation:
strongest force on any atom	2.6	eV Å⁻¹
relative energy (zero: lowest compared OMol25 entry of this formula, charge and spin)	0.0000	eV